[1]
# C35H49ClO34PS

A 12-piece molecular cluster, C35H49ClO34PS overall at a distorted geometry (the ωB97M-V functional and the def2-TZVPD basis, the Open Molecules 2025 dataset).

As for the energy: -139341.4454 eV. As for the lowest unoccupied orbital energy: -0.1879 Ha. As for the net charge: +1.

Last column: Löwdin charge in e.
Cartesian coordinates (Å):
C1 1.704 -4.764 -0.914  0.114
C2 0.588 -5.249 -1.559  -0.496
S1 -0.335 -6.287 -0.572  0.557
Cl1 -0.742 -8.112 -1.418  0.273
P1 -2.205 -5.210 -0.995  0.618
O1 -2.678 -5.474 -2.363  -0.429
H1 2.449 -5.457 -0.529  0.107
H2 1.812 -3.694 -0.737  0.067
H3 0.306 -5.066 -2.592  0.102
H4 -3.154 -5.608 -0.038  0.028
H5 -1.834 -3.875 -0.770  0.025
C3 2.956 -0.561 -3.752  -0.083
C4 2.233 -1.875 -3.978  -0.079
O2 2.224 -2.428 -2.639  0.021
C5 2.346 -1.409 -1.761  -0.587
O3 2.186 -1.555 -0.587  0.139
O4 2.639 -0.266 -2.378  0.089
H6 2.608 0.236 -4.400  0.135
H7 4.037 -0.655 -3.848  0.133
H8 1.204 -1.735 -4.305  0.095
H9 2.748 -2.533 -4.673  0.138
C6 3.414 3.483 -2.979  -0.099
C7 4.793 3.982 -2.614  -0.093
O5 5.632 2.920 -3.103  0.081
C8 4.971 2.269 -4.071  -0.593
O6 5.445 1.436 -4.782  0.131
O7 3.681 2.669 -4.134  0.044
H10 2.718 4.278 -3.233  0.137
H11 2.978 2.858 -2.200  0.113
H12 5.054 4.903 -3.137  0.137
H13 4.926 4.117 -1.547  0.110
C9 -3.772 -1.837 -5.219  -0.089
C10 -2.917 -2.947 -5.801  -0.092
O8 -1.624 -2.323 -5.875  0.075
C11 -1.584 -1.319 -4.981  -0.573
O9 -0.600 -0.716 -4.681  0.147
O10 -2.806 -1.093 -4.459  0.036
H14 -4.562 -2.201 -4.567  0.136
H15 -4.204 -1.183 -5.977  0.138
H16 -2.842 -3.812 -5.142  0.127
H17 -3.235 -3.278 -6.785  0.138
C12 -1.860 0.394 -0.467  -0.095
C13 -2.617 -0.540 -1.389  -0.094
O11 -2.966 -1.614 -0.500  0.033
C14 -2.973 -1.137 0.767  -0.548
O12 -3.389 -1.734 1.707  0.178
O13 -2.453 0.106 0.808  0.077
H18 -1.988 1.444 -0.715  0.133
H19 -0.795 0.162 -0.417  0.132
H20 -3.533 -0.097 -1.781  0.141
H21 -2.022 -0.913 -2.214  0.111
C15 0.537 2.875 0.811  -0.111
C16 0.805 3.759 2.004  -0.099
O14 2.240 3.835 2.001  0.084
C17 2.672 3.595 0.752  -0.557
O15 3.792 3.728 0.375  0.161
O16 1.660 3.150 -0.034  0.048
H22 -0.393 3.118 0.302  0.125
H23 0.542 1.816 1.075  0.129
H24 0.396 4.763 1.890  0.119
H25 0.443 3.321 2.931  0.118
C18 -3.079 -0.105 5.276  -0.084
C19 -2.306 -1.343 4.866  -0.145
O17 -1.246 -0.786 4.083  0.084
C20 -1.066 0.495 4.459  -0.568
O18 -0.157 1.174 4.103  0.153
O19 -2.058 0.902 5.278  0.071
H26 -3.534 -0.179 6.260  0.136
H27 -3.839 0.171 4.544  0.136
H28 -1.871 -1.866 5.719  0.152
H29 -2.885 -2.041 4.268  0.013
C21 -3.224 -8.929 1.858  -0.108
C22 -4.326 -9.905 1.489  -0.098
O20 -5.507 -9.148 1.782  0.081
C23 -5.202 -7.841 1.730  -0.577
O21 -5.981 -6.947 1.764  0.169
O22 -3.858 -7.661 1.636  0.012
H30 -2.337 -9.024 1.236  0.109
H31 -2.936 -8.997 2.908  0.137
H32 -4.327 -10.156 0.428  0.136
H33 -4.312 -10.820 2.074  0.138
C24 -4.096 -4.686 3.528  -0.073
C25 -3.519 -3.569 4.380  -0.129
O23 -2.103 -3.785 4.248  0.062
C26 -1.885 -4.452 3.110  -0.571
O24 -0.818 -4.646 2.613  0.141
O25 -3.042 -4.890 2.572  0.023
H34 -5.020 -4.425 3.023  0.141
H35 -4.243 -5.611 4.086  0.136
H36 -3.753 -2.578 3.989  0.090
H37 -3.809 -3.623 5.424  0.161
C27 -2.922 7.110 3.891  -0.103
C28 -2.208 5.849 3.445  -0.116
O26 -1.180 6.372 2.593  0.021
C29 -0.947 7.664 2.957  -0.576
O27 -0.037 8.310 2.562  0.174
O28 -1.883 8.087 3.827  0.070
H38 -3.313 7.048 4.903  0.138
H39 -3.722 7.404 3.210  0.133
H40 -1.738 5.324 4.278  0.125
H41 -2.846 5.161 2.895  0.128
C30 2.241 6.761 6.635  -0.108
C31 1.354 5.786 5.886  -0.112
O29 0.043 6.183 6.308  0.038
C32 0.104 7.482 6.708  -0.573
O30 -0.841 8.153 6.953  0.172
O31 1.386 7.897 6.780  0.071
H42 3.140 7.036 6.092  0.135
H43 2.514 6.399 7.627  0.134
H44 1.427 5.907 4.803  0.128
H45 1.534 4.746 6.145  0.133
C33 7.091 3.295 -7.535  -0.116
C34 7.811 2.015 -7.909  -0.117
O32 8.908 2.502 -8.686  0.058
C35 9.147 3.788 -8.330  -0.574
O33 10.090 4.418 -8.669  0.174
O34 8.155 4.249 -7.531  0.060
H46 6.617 3.247 -6.559  0.115
H47 6.354 3.594 -8.283  0.133
H48 8.200 1.489 -7.036  0.133
H49 7.205 1.332 -8.498  0.131



[2]
# C6H10

One molecule with the formula C6H10 at a distorted geometry (the ωB97M-V functional and the def2-TZVPD basis, the Open Molecules 2025 dataset).

The value obtained for the relative energy (zero: lowest compared OMol25 entry of this formula, charge and spin) is 92.85 kcal/mol. As for the energy: -6379.8330 eV. As for the lowest unoccupied orbital energy (spin up / spin down): 0.0232 / 0.0180 Ha.

Last column: natural (NBO) charge in e.
Cartesian coordinates (Å):
C1 -0.484 1.083 1.734  -0.649
C2 0.159 0.078 0.804  -0.128
C3 1.291 0.655 -1.161  -0.413
C4 0.754 -0.513 -1.809  -0.252
C5 -0.176 -1.294 -1.236  -0.228
C6 -0.751 -0.856 0.077  -0.490
H1 -1.061 0.539 2.504  0.219
H2 -1.186 1.728 1.198  0.217
H3 0.236 1.714 2.268  0.220
H4 0.981 -0.461 1.299  0.199
H5 1.073 1.603 -1.687  0.192
H6 1.338 0.697 -0.038  0.234
H7 1.057 -0.699 -2.845  0.227
H8 -0.573 -2.167 -1.740  0.205
H9 -1.726 -0.378 -0.087  0.210
H10 -0.931 -1.730 0.720  0.238



[3]
# C34H64B3F12N6O6

A 9-piece molecular cluster, C34H64B3F12N6O6 overall at a distorted geometry (the ωB97M-V functional and the def2-TZVPD basis, the Open Molecules 2025 dataset).

The spin multiplicity is 2. The expectation value of S² is 1.772. As for the energy: -92163.8777 eV. As for the lowest unoccupied orbital energy (spin up / spin down): -0.1890 / -0.1890 Ha.

Last column: Löwdin spin population.
Cartesian coordinates (Å):
C1 -5.374 -4.997 0.312  0.000
C2 -5.482 -5.497 1.807  0.000
C3 -6.959 -5.712 2.078  0.000
C4 -7.608 -6.817 1.354  0.000
C5 -7.085 -8.123 1.826  0.000
C6 -5.553 -8.139 1.575  0.000
N1 -4.847 -6.820 1.970  0.000
O1 -3.421 -6.845 1.797  0.000
C7 -5.350 -8.428 -0.001  0.000
C8 -4.953 -9.326 2.257  0.000
C9 -4.778 -4.382 2.606  0.000
H1 -5.587 -5.702 -0.491  0.000
H2 -4.454 -4.457 0.088  0.000
H3 -6.027 -4.139 0.155  0.000
H4 -7.491 -4.765 1.987  0.000
H5 -6.974 -5.921 3.148  0.000
H6 -7.635 -6.592 0.287  0.000
H7 -8.678 -6.709 1.528  0.000
H8 -7.574 -8.817 1.142  0.000
H9 -7.390 -8.330 2.851  0.000
H10 -5.939 -7.676 -0.526  0.000
H11 -5.772 -9.418 -0.171  0.000
H12 -4.329 -8.357 -0.375  0.000
H13 -4.929 -9.238 3.344  0.000
H14 -3.909 -9.521 2.010  0.000
H15 -5.489 -10.259 2.087  0.000
H16 -4.621 -4.668 3.646  0.000
H17 -5.365 -3.466 2.674  0.000
H18 -3.848 -3.990 2.194  0.000
C10 2.479 8.044 -4.456  0.020
C11 1.287 7.381 -3.564  0.018
C12 -0.054 7.357 -4.360  0.003
C13 0.021 6.381 -5.573  0.000
C14 0.207 4.949 -5.039  0.001
C15 1.462 4.740 -4.158  0.015
N2 1.522 5.907 -3.161  0.416
O2 2.402 5.546 -2.052  0.509
C16 2.804 4.753 -5.034  0.018
C17 1.142 3.431 -3.552  0.000
C18 1.152 8.138 -2.283  0.001
H19 2.188 9.095 -4.458  0.002
H20 2.563 7.697 -5.486  0.001
H21 3.473 7.751 -4.118  0.001
H22 -0.331 8.375 -4.632  0.000
H23 -0.840 7.181 -3.625  0.000
H24 0.854 6.555 -6.255  0.000
H25 -0.871 6.423 -6.198  0.000
H26 0.220 4.337 -5.940  0.000
H27 -0.645 4.630 -4.439  0.000
H28 3.697 4.599 -4.429  0.002
H29 2.970 5.673 -5.594  0.000
H30 2.540 3.886 -5.640  0.002
H31 0.921 2.755 -4.377  0.000
H32 0.288 3.426 -2.875  -0.001
H33 1.983 2.983 -3.024  -0.001
H34 0.753 9.146 -2.397  0.000
H35 1.946 8.014 -1.547  -0.001
H36 0.291 7.745 -1.742  0.001
C19 4.751 2.442 -2.089  0.000
C20 6.015 1.586 -2.043  0.000
N3 6.241 0.818 -0.846  0.000
C21 5.404 -0.203 -0.396  -0.001
C22 5.963 -0.663 0.819  0.000
N4 6.941 0.254 1.207  0.000
C23 7.168 1.180 0.136  0.000
C24 7.825 0.072 2.359  0.000
H37 4.675 3.160 -1.273  0.000
H38 3.942 1.732 -1.917  0.000
H39 4.733 2.910 -3.073  0.000
H40 6.905 2.204 -2.162  0.000
H41 5.981 0.848 -2.845  0.000
H42 4.530 -0.528 -0.941  -0.001
H43 5.508 -1.339 1.527  0.000
H44 7.828 2.034 0.119  0.000
H45 7.116 0.117 3.185  0.000
H46 8.564 0.858 2.518  0.000
H47 8.256 -0.919 2.220  0.000
C25 1.557 1.713 -0.152  0.000
C26 1.680 1.080 1.248  0.000
N5 0.433 0.423 1.595  0.000
C27 -0.831 1.021 1.806  0.004
C28 -1.667 0.130 2.451  0.000
N6 -0.972 -1.084 2.579  0.000
C29 0.279 -0.856 2.001  0.000
C30 -1.426 -2.290 3.253  0.000
H48 0.539 2.015 -0.399  0.000
H49 1.807 0.977 -0.917  0.000
H50 2.266 2.541 -0.145  0.000
H51 1.877 1.817 2.027  0.000
H52 2.489 0.353 1.305  0.000
H53 -0.973 2.088 1.720  0.003
H54 -2.634 0.303 2.900  0.000
H55 1.098 -1.556 1.933  0.000
H56 -2.294 -2.086 3.880  0.000
H57 -0.570 -2.599 3.853  0.000
H58 -1.722 -3.021 2.500  0.000
C31 0.520 5.016 1.103  0.014
C32 -0.572 4.732 0.046  0.025
O3 -1.410 3.858 0.295  0.396
O4 -0.633 5.378 -0.998  0.542
H59 0.196 5.887 1.672  -0.001
H60 1.443 5.382 0.654  0.004
H61 0.622 4.172 1.785  0.007
C33 1.230 -1.594 -1.154  -0.017
C34 1.778 -1.230 -2.515  -0.025
O5 2.932 -1.553 -2.755  -0.331
O6 1.077 -0.761 -3.435  -0.615
H62 1.908 -1.189 -0.403  -0.004
H63 1.332 -2.660 -0.954  -0.001
H64 0.280 -1.080 -1.011  -0.006
B1 1.191 -4.533 2.831  0.000
F1 2.251 -5.483 2.821  0.000
F2 1.331 -3.635 1.817  0.000
F3 0.073 -5.201 2.926  0.000
F4 1.423 -3.933 4.079  0.000
B2 3.831 0.880 3.973  0.000
F5 3.606 -0.421 4.157  0.000
F6 2.661 1.552 4.240  0.000
F7 4.819 1.149 4.944  0.000
F8 4.298 1.001 2.666  0.000
B3 -4.921 -0.600 4.012  0.000
F9 -4.710 -0.699 2.722  0.000
F10 -3.678 -0.753 4.709  0.000
F11 -5.381 0.585 4.316  0.000
F12 -5.779 -1.580 4.359  0.000